This record from OMol25 describes C4H6N2O as an isolated structure. The level of theory is ωB97M-V/def2-TZVPD.

Calculated values
HOMO level = -8.9 eV
Energy relative to the best compared isomer or geometry (same formula, charge and spin) = 94.5 kcal/mol
Frontier orbital gap = 9.7 eV

CARTESIAN COORDINATES (ANGSTROEM)
C1 -1.2717 -0.8811 0.9860
C2 1.4041 -0.5270 0.3689
C3 1.7666 0.2258 -0.8870
C4 -0.3773 0.7908 -0.5348
H1 -1.0937 -1.8113 1.3636
H2 1.5944 -1.6547 0.3856
H3 2.3551 0.1602 1.0980
H4 1.9029 -0.2905 -1.7106
H5 2.5228 1.0721 -0.6607
H6 -1.5446 1.1160 -0.3495
N1 -0.0162 -0.1262 0.5050
N2 0.6030 1.1673 -1.3371
O1 -2.3718 -0.4413 0.7625

natural (NBO) analysis output, partial charges in e: 0.572 -0.228 -0.275 0.213 0.133 0.224 0.185 0.199 0.207 0.255 -0.525 -0.423 -0.538